Molecular formula: C6H9NO
Method: DFT, ωB97M-V with the def2-TZVPD basis set

Last column: Löwdin charge in e.
Element x y z (Å)
C: -1.1663 0.3830 0.9497  -0.242
C: -3.1255 0.7531 -0.3979  0.027
C: -2.0916 0.0146 -0.0874  -0.173
C: 1.2244 -0.3495 -0.5932  -0.548
C: 1.9382 0.9368 -0.1041  -0.032
C: 1.4785 -1.5484 0.2472  -0.035
N: -0.4041 0.6283 1.7531  0.184
O: 0.5498 -0.3454 -1.5803  0.057
H: -3.8094 0.4798 -1.2224  0.075
H: -3.5665 1.4753 0.3582  0.101
H: -1.6466 -0.9014 -0.5641  0.119
H: 2.3362 1.4885 -0.9770  0.091
H: 2.6264 0.8520 0.6678  0.045
H: 1.2288 1.6416 0.3470  0.061
H: 0.5811 -2.2261 0.0685  0.105
H: 1.5097 -1.1894 1.2787  0.074
H: 2.3367 -2.0929 -0.1438  0.091

Results
DFT total energy	-9903.6889	eV
structure (SMILES)	CC(C)=O.C=CC#N
highest occupied orbital energy	-9.65	eV
frontier orbital gap	10.141	eV
LUMO level	0.4887	eV



Molecular formula: C3H7NO
Method: DFT, ωB97M-V with the def2-TZVPD basis set

Last column: Löwdin charge in e.
Element x y z (Å)
C: 0.2448 1.4776 -0.4029  -0.007
C: -0.3473 0.6738 0.7226  -0.556
N: -0.0483 -0.6664 0.7770  -0.003
C: 0.0094 -1.5282 -0.4057  -0.079
O: -0.8902 1.2344 1.6534  0.044
H: 0.8885 2.2104 0.0871  0.089
H: 0.9484 0.9500 -1.0501  0.064
H: -0.5058 2.0283 -0.9626  0.087
H: -0.4021 -1.1199 1.6064  0.130
H: 0.3854 -2.4963 -0.0939  0.078
H: 0.7048 -1.0755 -1.1071  0.068
H: -0.9878 -1.6882 -0.8241  0.085

Results
DFT total energy	-6762.2537	eV
structure (SMILES)	CNC(C)=O
highest occupied orbital energy	-9.57	eV
frontier orbital gap	10.480	eV
LUMO level	0.9134	eV



Molecular formula: C34H31BrN5S4V
Method: DFT, ωB97M-V with the def2-TZVPD basis set

Last column: Mulliken spin population.
Element x y z (Å)
V: -0.0417 -0.0716 -0.1184  2.065
Br: 6.2974 -3.9516 2.2781  0.003
C: 4.6117 -3.0822 2.0679  0.076
C: 4.2944 -2.4655 0.8680  -0.034
C: 3.0773 -1.8314 0.7327  0.086
C: 2.1270 -1.7813 1.7712  -0.124
C: 2.4882 -2.4372 2.9691  0.108
C: 3.7085 -3.0733 3.1136  -0.038
N: 0.9407 -1.0896 1.5959  0.147
C: 0.1211 -0.9815 2.6478  0.203
C: -1.0952 -0.2848 2.6127  0.129
C: -1.9161 -0.1936 3.7631  0.105
C: -3.1191 0.4543 3.6883  -0.021
C: -3.5180 1.0083 2.4630  0.176
C: -2.6613 0.8994 1.3831  -0.047
N: -1.4771 0.2967 1.4375  0.140
H: 4.9925 -2.4850 0.0411  -0.001
H: 2.8233 -1.3632 -0.1997  -0.004
H: 1.8123 -2.4710 3.8122  0.011
H: 3.9578 -3.5646 4.0450  -0.002
H: 0.3691 -1.4326 3.6043  0.053
H: -1.5784 -0.6494 4.6858  0.002
H: -3.7588 0.5333 4.5593  0.001
H: -4.4675 1.5135 2.3570  0.012
H: -2.9328 1.3165 0.4202  0.001
S: -1.2761 1.2585 -1.7437  -0.038
S: -2.2821 -0.2028 -2.7365  0.006
S: -3.0093 -1.3854 -1.1842  0.011
S: -1.3192 -2.0688 -0.2784  -0.036
C: 4.9220 1.9728 0.6241  0.002
C: 4.8863 3.2566 -0.1612  -0.001
C: 6.0801 3.8498 -0.5605  0.000
C: 6.1150 5.0730 -1.2098  0.001
C: 4.9280 5.7415 -1.4658  0.000
C: 3.7255 5.1678 -1.0956  0.002
C: 3.6836 3.9263 -0.4596  -0.002
N: 2.4366 3.4174 -0.0653  0.004
C: 1.9482 2.1424 -0.3642  0.077
N: 2.5829 1.5363 -1.3726  0.001
C: 2.3044 0.3234 -2.0434  0.046
C: 1.2114 -0.4750 -1.6788  -0.039
C: 1.0425 -1.6154 -2.4830  -0.019
C: 1.9096 -1.9598 -3.5079  -0.010
C: 3.0024 -1.1556 -3.7903  0.021
C: 3.2090 0.0062 -3.0643  -0.010
C: 4.3884 0.8937 -3.3877  -0.001
N: 0.9607 1.6522 0.3207  -0.073
C: 0.4110 2.5476 1.2908  0.020
C: -0.5459 3.4818 0.8878  0.007
C: -1.1016 4.3666 1.7933  0.004
C: -0.7002 4.3355 3.1202  0.001
C: 0.2854 3.4461 3.5103  -0.009
C: 0.8763 2.5642 2.6098  -0.052
C: 2.0236 1.6999 3.0614  0.065
H: 5.8801 1.8736 1.1331  0.000
H: 4.7903 1.0944 -0.0102  0.001
H: 4.1266 1.9499 1.3682  -0.002
H: 7.0097 3.3460 -0.3216  0.000
H: 7.0619 5.5092 -1.5008  0.000
H: 4.9354 6.7024 -1.9640  0.000
H: 2.7915 5.6776 -1.3043  0.000
H: 1.7106 4.0966 0.1018  -0.001
H: 3.2917 2.1043 -1.8061  -0.003
H: 0.2070 -2.2706 -2.2839  -0.001
H: 1.7434 -2.8628 -4.0842  -0.001
H: 3.6949 -1.4233 -4.5810  0.002
H: 5.0168 0.4179 -4.1389  0.000
H: 5.0158 1.0822 -2.5105  0.000
H: 4.0685 1.8611 -3.7910  0.000
H: -0.8786 3.4694 -0.1433  -0.001
H: -1.8567 5.0699 1.4645  -0.002
H: -1.1468 5.0058 3.8444  0.000
H: 0.6224 3.4349 4.5413  0.000
H: 1.7916 1.2113 4.0082  -0.019
H: 2.9147 2.3170 3.2115  0.006
H: 2.2495 0.9298 2.3277  -0.006

Results
DFT total energy	-182288.3047	eV
multiplicity	4
<S²>	3.791
highest occupied orbital energy (alpha / beta)	-3.04 / -3.94	eV
frontier orbital gap (alpha / beta)	5.361 / 6.225	eV
total charge	-1
LUMO level (alpha / beta)	2.3216 / 2.2808	eV



Molecular formula: C24H17ClN2O4Pt
Method: DFT, ωB97M-V with the def2-TZVPD basis set

Last column: Löwdin charge in e.
Element x y z (Å)
Pt: 0.0112 0.3222 0.6008  1.233
C: -0.4829 -0.1613 -3.4075  -0.067
O: 0.3633 -0.2229 -2.2755  -0.123
C: 1.3867 -1.0956 -2.2872  -0.228
C: 1.7267 -1.8471 -3.4130  -0.017
C: 2.8561 -2.6445 -3.4155  -0.079
C: 3.6832 -2.6834 -2.3047  -0.086
C: 3.3521 -1.9435 -1.1850  -0.018
C: 2.1875 -1.1820 -1.1385  -0.133
N: 1.8448 -0.4267 0.0518  -0.076
N: 2.7276 -0.5307 0.9425  0.084
C: 2.7605 0.1689 2.1137  -0.148
C: 1.9601 1.2983 2.3556  -0.335
O: 1.1060 1.7213 1.4746  -0.194
C: 2.1417 2.0456 3.5552  0.011
C: 3.0694 1.6536 4.4626  -0.006
C: 3.9015 0.5128 4.2542  -0.170
C: 4.8603 0.1320 5.2149  -0.039
C: 5.6632 -0.9579 5.0094  -0.087
C: 5.5290 -1.6980 3.8236  -0.077
C: 4.6013 -1.3508 2.8752  -0.023
C: 3.7592 -0.2372 3.0687  -0.097
H: -0.9253 -1.1371 -3.6220  0.097
H: 0.0620 0.1980 -4.2845  0.101
H: -1.2666 0.5447 -3.1519  0.092
H: 1.1116 -1.7907 -4.2984  0.102
H: 3.0990 -3.2174 -4.3009  0.106
H: 4.5843 -3.2809 -2.3068  0.103
H: 3.9936 -1.9609 -0.3196  0.093
H: 1.5100 2.9095 3.7073  0.120
H: 3.1915 2.2115 5.3841  0.118
H: 4.9531 0.7238 6.1178  0.111
H: 6.3949 -1.2490 5.7509  0.100
H: 6.1661 -2.5569 3.6547  0.103
H: 4.5048 -1.9348 1.9717  0.094
Cl: -6.4741 1.7474 -2.1328  0.652
C: -5.0057 1.0259 -1.5461  -0.676
C: -4.5017 -0.1260 -2.1807  -0.084
C: -3.3487 -0.7201 -1.7550  -0.014
C: -2.5896 -0.1983 -0.6634  -0.355
O: -1.5093 -0.7977 -0.3207  -0.178
C: -3.1512 0.9495 -0.0125  -0.138
C: -2.5639 1.4730 1.1641  -0.156
O: -1.5258 1.0328 1.6978  -0.139
C: -4.3494 1.5448 -0.4745  -0.063
H: -5.0467 -0.5424 -3.0184  0.110
H: -2.9815 -1.6170 -2.2350  0.118
H: -3.0989 2.2668 1.6972  0.142
H: -4.7427 2.4128 0.0402  0.117

Results
DFT total energy	-52101.7143	eV
highest occupied orbital energy	-7.63	eV
frontier orbital gap	6.730	eV
LUMO level	-0.8955	eV